(1)
Computed, not measured: C11H8NPdSe3Te as an isolated structure, with the ωB97M-V functional and the def2-TZVPD basis.

```
25
Properties=species:S:1:pos:R:3
Pd 1.793 0.495 1.154
C 1.104 1.068 -3.169
C -0.162 0.521 -3.324
C -0.834 0.045 -2.217
C -0.236 0.128 -0.959
N 0.994 0.654 -0.833
C 1.650 1.106 -1.901
C -0.844 -0.348 0.296
C -2.164 -0.801 0.339
C -2.705 -1.267 1.523
C -1.916 -1.282 2.668
C -0.611 -0.817 2.633
C -0.047 -0.328 1.457
H 1.670 1.445 -4.009
H -0.615 0.454 -4.305
H -1.811 -0.403 -2.319
H 2.649 1.476 -1.708
H -2.782 -0.782 -0.551
H -3.730 -1.614 1.557
H -2.326 -1.653 3.601
H -0.025 -0.816 3.541
Se 1.633 2.905 1.920
Se 2.048 1.253 3.436
Te 2.997 -1.772 0.762
Se 4.272 0.333 0.406
```

Results
**Net charge**: -1
**Gap between HOMO and LUMO**: 0.2152 Ha
**Largest force on an atom**: 0.3 eV Å⁻¹
**E_HOMO**: -3.40 eV
**Total energy**: -8079.0495 hartree
**Energy above the lowest of the compared OMol25 structures with the same formula, charge and spin**: 0.000 eV

For reference, the Mulliken charges in units of e are:
1. Pd -0.904
2. C -0.836
3. C -0.306
4. C -0.713
5. C 1.448
6. N 0.011
7. C -0.166
8. C 0.661
9. C -0.629
10. C -0.660
11. C -0.543
12. C 0.296
13. C -0.008
14. H 0.381
15. H 0.398
16. H 0.294
17. H 0.301
18. H 0.225
19. H 0.376
20. H 0.365
21. H 0.237
22. Se -0.311
23. Se -0.307
24. Te -0.156
25. Se -0.456

---

(2)
Computed, not measured: a 9-piece molecular cluster, C26H64B2NO12 overall at a distorted geometry, with the ωB97M-V functional and the def2-TZVPD basis.

```
105
Properties=species:S:1:pos:R:3
C -2.137 -4.443 -0.606
N -0.960 -3.581 -0.838
C 0.210 -4.389 -1.193
B -0.720 -2.623 0.226
O -1.904 -2.040 0.772
C 0.715 -2.268 0.754
C 0.791 -2.419 2.261
C 0.907 -3.901 2.483
C 2.129 -4.564 2.361
C 2.230 -5.930 2.567
C 1.091 -6.681 2.884
C -0.133 -6.040 2.993
C -0.219 -4.660 2.806
O 1.021 -0.785 0.370
B 0.411 0.144 1.150
O 1.090 0.777 2.183
O -0.890 0.612 0.915
H -2.920 -4.255 -1.346
H -1.843 -5.491 -0.652
H -2.584 -4.280 0.371
H 1.006 -3.750 -1.555
H 0.574 -4.993 -0.361
H -0.080 -5.075 -1.998
H -2.216 -1.383 0.139
H -0.091 -2.078 2.846
H 1.690 -1.934 2.646
H 3.001 -3.988 2.082
H 3.192 -6.419 2.489
H 1.165 -7.750 3.043
H -1.022 -6.612 3.227
H -1.177 -4.163 2.904
H 2.021 0.528 2.106
H -1.415 0.550 1.718
C -6.057 0.124 0.791
C -4.754 -0.505 0.328
O -4.406 -0.126 -0.995
H -6.870 -0.151 0.116
H -6.315 -0.202 1.801
H -5.978 1.214 0.792
H -4.839 -1.591 0.314
H -3.939 -0.248 1.013
H -4.252 0.826 -0.997
C 0.474 -9.420 -1.097
C 0.069 -7.976 -1.343
O -0.612 -7.408 -0.240
H -0.404 -10.026 -0.868
H 0.975 -9.844 -1.970
H 1.156 -9.485 -0.246
H -0.621 -7.911 -2.185
H 0.952 -7.373 -1.586
H -0.019 -7.401 0.523
C 0.827 2.545 -1.805
C 1.822 1.710 -2.590
O 2.791 1.094 -1.756
H 1.339 3.320 -1.232
H 0.091 3.018 -2.459
H 0.293 1.900 -1.104
H 2.380 2.332 -3.294
H 1.290 0.943 -3.165
H 2.335 0.506 -1.134
C -2.718 4.677 -1.957
C -3.618 3.488 -1.679
O -3.013 2.581 -0.764
H -1.757 4.339 -2.342
H -3.173 5.356 -2.682
H -2.527 5.233 -1.035
H -3.792 2.913 -2.587
H -4.590 3.823 -1.295
H -2.835 3.042 0.061
C -3.820 3.027 -6.178
C -4.724 3.948 -5.382
O -4.249 5.298 -5.393
H -2.807 3.053 -5.777
H -4.185 2.000 -6.145
H -3.771 3.343 -7.222
H -4.754 3.640 -4.340
H -5.746 3.926 -5.772
H -4.229 5.590 -6.311
C 5.722 1.642 3.785
C 5.275 1.578 2.336
O 3.859 1.593 2.208
H 5.300 0.802 4.340
H 6.809 1.608 3.870
H 5.379 2.560 4.261
H 5.602 0.651 1.867
H 5.705 2.413 1.770
H 3.524 2.407 2.596
C -0.215 6.643 -4.054
C -0.643 6.984 -5.469
O -1.561 6.034 -5.995
H 0.242 5.654 -4.023
H 0.499 7.372 -3.669
H -1.084 6.628 -3.393
H 0.213 6.987 -6.143
H -1.093 7.985 -5.493
H -2.339 6.013 -5.421
C 5.265 3.373 8.022
C 6.598 2.847 7.524
O 6.895 3.288 6.203
H 4.463 3.065 7.350
H 5.045 2.998 9.023
H 5.270 4.465 8.060
H 6.585 1.760 7.471
H 7.402 3.143 8.208
H 6.930 4.249 6.209
```

Results
**Net charge**: -1
**Gap between HOMO and LUMO**: 0.1443 Ha
**Largest force on an atom**: 1.8 eV Å⁻¹
**E_HOMO**: -1.79 eV
**Total energy**: -2036.4774 hartree

Results of the Mulliken charge analysis, in e, for atoms 1 through 99:
1. C -0.806
2. N -0.212
3. C -0.861
4. B 0.851
5. O -0.925
6. C -0.383
7. C -0.646
8. C 0.199
9. C -0.222
10. C -0.639
11. C -0.440
12. C -0.748
13. C -0.032
14. O 0.152
15. B 0.562
16. O -0.820
17. O -0.361
18. H 0.262
19. H 0.182
20. H 0.258
21. H 0.289
22. H 0.093
23. H 0.374
24. H 0.147
25. H 0.124
26. H 0.352
27. H 0.385
28. H 0.369
29. H 0.467
30. H 0.309
31. H 0.360
32. H 0.331
33. H 0.177
34. C -1.280
35. C 0.072
36. O -0.541
37. H 0.285
38. H 0.377
39. H 0.306
40. H 0.387
41. H 0.057
42. H 0.252
43. C -1.228
44. C -0.187
45. O -0.362
46. H 0.278
47. H 0.376
48. H 0.329
49. H 0.367
50. H 0.272
51. H 0.109
52. C -0.155
53. C -0.461
54. O -0.573
55. H 0.267
56. H -0.055
57. H -0.102
58. H 0.339
59. H 0.273
60. H 0.327
61. C -0.555
62. C -0.346
63. O -0.182
64. H -0.171
65. H 0.362
66. H 0.423
67. H 0.157
68. H 0.271
69. H 0.203
70. C -1.016
71. C -0.064
72. O -0.602
73. H 0.245
74. H 0.382
75. H 0.364
76. H 0.001
77. H 0.311
78. H 0.306
79. C -0.958
80. C -0.380
81. O -0.431
82. H 0.263
83. H 0.357
84. H 0.291
85. H 0.297
86. H 0.262
87. H 0.216
88. C -0.785
89. C -0.259
90. O -0.447
91. H 0.179
92. H 0.399
93. H 0.165
94. H 0.292
95. H 0.262
96. H 0.309
97. C -0.988
98. C -0.256
99. O -0.471